No. 1
Density functional theory data (ωB97M-V/def2-TZVPD) for a single C4H9ClN2S molecule at a distorted geometry.

Gap between HOMO and LUMO (alpha / beta)   0.2473 / 0.2074 Eh
Strongest force on any atom   4.95 eV/Å
E   -1125.48970 Ha

Structure (ORCA input):
```
! wB97M-V def2-TZVPD RIJCOSX def2/J DEFGRID3
* xyz 0 3
C 2.120 0.146 -0.029
C 0.189 1.788 0.131
C -0.726 -1.041 -1.254
C -1.100 -0.785 1.058
N 0.652 0.479 -0.109
N -0.213 -0.623 -0.026
S 3.291 1.257 -0.194
Cl 2.435 -1.514 0.119
H -0.514 2.107 -0.760
H -0.588 1.811 1.030
H 1.095 2.402 0.348
H -1.508 -1.716 -0.996
H -1.095 -0.178 -1.858
H 0.169 -1.535 -1.738
H -1.396 -1.874 1.154
H -0.663 -0.530 2.018
H -2.148 -0.194 1.107
*
```

Atomic partial charges in e from the natural (NBO) method, atoms 1 to 6: number 1, C, carries -0.32; number 2, C, carries -0.41; number 3, C, carries -0.40; number 4, C, carries -0.43; number 5, N, carries -0.29; number 6, N, carries -0.28

No. 2
Density functional theory data (ωB97M-V/def2-TZVPD) for a single C4H9ClO molecule at a distorted geometry.

SMILES   C[C@@H](Cl)CCO
Gap between HOMO and LUMO   0.4121 Eh
Strongest force on any atom   1.36 eV/Å
E   -693.23865 Ha

Structure (ORCA input):
```
! wB97M-V def2-TZVPD RIJCOSX def2/J DEFGRID3
* xyz 0 1
C 1.893 0.950 -0.297
C 0.774 -0.063 -0.381
C -0.351 0.239 0.612
C -1.561 -0.660 0.427
H 2.699 0.709 -1.020
H 1.506 1.967 -0.551
H 2.303 0.995 0.719
H 0.350 -0.118 -1.406
H 0.026 0.149 1.661
H -0.670 1.258 0.470
H -1.278 -1.724 0.583
H -2.347 -0.408 1.215
H -2.734 -1.124 -1.073
O -2.058 -0.453 -0.881
Cl 1.447 -1.718 -0.078
*
```

Atomic partial charges in e from the natural (NBO) method, atoms 1 to 6: number 1, C, carries -0.62; number 2, C, carries -0.17; number 3, C, carries -0.44; number 4, C, carries -0.06; number 5, H, carries 0.22; number 6, H, carries 0.22

No. 3
Density functional theory data (ωB97M-V/def2-TZVPD) for a single C4H9ClO3 molecule at a distorted geometry.

SMILES   COC[C@H](Cl)OCO
Gap between HOMO and LUMO   0.3906 Eh
Strongest force on any atom   3.36 eV/Å
E   -843.60983 Ha

Structure (ORCA input):
```
! wB97M-V def2-TZVPD RIJCOSX def2/J DEFGRID3
* xyz 0 1
C 2.682 0.765 0.235
O 2.335 -0.143 -0.795
C 1.083 -0.828 -0.810
C -0.197 -0.232 -0.012
Cl -0.336 -1.157 1.634
O -1.425 -0.568 -0.753
C -2.590 0.212 -0.234
O -3.409 -0.570 0.709
H 1.948 1.027 1.088
H 2.981 1.805 -0.268
H 3.687 0.395 0.754
H 0.757 -0.909 -1.955
H 1.239 -1.959 -0.471
H -0.127 0.914 0.271
H -3.280 0.395 -1.191
H -2.271 1.272 0.149
H -3.077 -0.418 1.649
*
```

Atomic partial charges in e from the natural (NBO) method, atoms 1 to 6: number 1, C, carries -0.28; number 2, O, carries -0.54; number 3, C, carries -0.10; number 4, C, carries 0.11; number 5, Cl, carries -0.15; number 6, O, carries -0.54

- The highest strongest force on any atom belongs to which entry?
  C4H9ClN2S